{
  "formula": "C41H27BrIN9O3RbS",
  "method": "ωB97M-V with the def2-TZVPD basis set",
  "charge": -1,
  "lumo_energy_ev": 1.085,
  "homo_ev": -4.378,
  "max_force_ev_per_a": 0.86,
  "multiplicity": 1,
  "e_tot_ev": -152145.367,
  "symbols": ["Rb", "C", "C", "N", "C", "C", "C", "O", "C", "C", "N", "C", "C", "C", "C", "C", "C", "I", "C", "O", "H", "H", "H", "H", "H", "H", "H", "H", "H", "H", "H", "H", "Br", "C", "C", "C", "C", "C", "C", "N", "N", "C", "C", "C", "C", "O", "C", "N", "C", "C", "C", "C", "H", "H", "H", "H", "H", "H", "H", "H", "H", "S", "N", "C", "C", "C", "C", "C", "N", "C", "C", "N", "C", "C", "C", "C", "C", "N", "H", "H", "H", "H", "H", "H"],
  "positions_angstrom": [[1.45404, -0.55357, 0.54514], [-3.23643, -1.23006, 1.72623], [-2.54044, -0.56532, 2.87463], [-3.24956, 0.09589, 3.74851], [-2.61543, 0.71815, 4.77149], [-1.25785, 0.69516, 4.93994], [-0.64767, 1.43651, 6.09956], [0.00442, 0.60419, 7.05509], [-0.45984, -0.04095, 4.02663], [0.98898, 0.03812, 4.15684], [1.97033, -0.72833, 3.84567], [1.89974, -2.07252, 3.47320], [0.88494, -2.94884, 3.86648], [0.94526, -4.29330, 3.55420], [2.01049, -4.80065, 2.82251], [3.03724, -3.95701, 2.42929], [2.98587, -2.61715, 2.77494], [4.60211, -1.38458, 2.26584], [-1.09138, -0.68427, 2.92586], [-0.46818, -1.29070, 2.00978], [-4.31118, -1.22543, 1.89904], [-2.87233, -2.24938, 1.59503], [-3.02175, -0.70492, 0.79109], [-3.24901, 1.24457, 5.47627], [-1.43973, 1.94409, 6.65023], [0.04550, 2.20942, 5.73856], [0.61331, 0.02192, 6.58914], [1.33048, 0.97933, 4.59902], [0.04452, -2.55483, 4.42141], [0.14145, -4.94759, 3.86631], [2.04465, -5.84888, 2.55604], [3.87329, -4.33358, 1.85715], [-4.32744, -0.54323, -4.42608], [-2.72811, -1.27755, -5.14576], [-2.33504, -0.93374, -6.42602], [-1.17572, -1.48695, -6.94567], [-0.38750, -2.35455, -6.19393], [-0.81884, -2.70298, -4.91044], [-1.98241, -2.16943, -4.38763], [0.69989, -2.98364, -6.85556], [1.78541, -3.26539, -6.27593], [2.17173, -2.75671, -5.05142], [2.94991, -3.62278, -4.27363], [3.22605, -3.39920, -2.94695], [2.71444, -2.25170, -2.26999], [2.76552, -2.09802, -1.03602], [2.15895, -1.19286, -3.15570], [1.98999, 0.02645, -2.59828], [1.59322, 1.01903, -3.36227], [1.34846, 0.87966, -4.73415], [1.49995, -0.35381, -5.30753], [1.89540, -1.45196, -4.51825], [-2.93140, -0.25027, -7.01517], [-0.86324, -1.24929, -7.95495], [-0.23266, -3.38888, -4.31232], [-2.30739, -2.44440, -3.39309], [3.27098, -4.54108, -4.75380], [3.77361, -4.12066, -2.35543], [1.47501, 1.98372, -2.87799], [1.05672, 1.73769, -5.32623], [1.34505, -0.48322, -6.37028], [-2.94016, 6.94180, 1.44410], [-1.65227, 6.39413, 2.25472], [-1.26952, 5.27912, 1.65665], [-0.14527, 4.44988, 2.05082], [0.66568, 4.75310, 3.14373], [1.71716, 3.91801, 3.43982], [1.92432, 2.80242, 2.62641], [1.16149, 2.50038, 1.59170], [0.13241, 3.30196, 1.29859], [-0.72036, 2.93152, 0.14076], [-0.41828, 1.80306, -0.50762], [-1.16687, 1.44609, -1.53597], [-2.25600, 2.19032, -1.99393], [-2.57505, 3.35242, -1.33197], [-1.80034, 3.73742, -0.23834], [-2.07321, 4.93507, 0.53527], [-3.04910, 5.79716, 0.30691], [0.45001, 5.63406, 3.73365], [2.36954, 4.10740, 4.28088], [2.74033, 2.11646, 2.83189], [-0.89543, 0.51825, -2.02879], [-2.83198, 1.84239, -2.83938], [-3.41353, 3.96781, -1.63057]],
  "atomic_forces_ev_per_a": [[0.2, 0.8, -0.3], [0.0, 0.0, 0.0], [0.0, 0.0, -0.1], [0.0, 0.0, 0.0], [0.0, 0.0, 0.0], [0.0, 0.1, 0.0], [-0.1, 0.0, 0.0], [0.0, 0.0, 0.1], [0.1, 0.0, 0.0], [0.0, -0.1, 0.0], [0.1, 0.0, 0.2], [0.1, 0.0, 0.0], [0.0, 0.0, 0.0], [0.0, 0.0, 0.0], [0.0, 0.0, 0.0], [0.0, 0.0, 0.0], [0.0, 0.2, 0.1], [0.0, -0.1, 0.0], [0.0, 0.0, 0.0], [-0.6, -0.2, 0.4], [0.0, 0.0, 0.0], [0.0, 0.0, 0.0], [0.0, 0.0, 0.0], [0.0, 0.0, 0.0], [0.0, 0.0, 0.0], [0.0, 0.0, 0.0], [0.0, 0.0, 0.0], [0.0, 0.0, 0.0], [0.0, 0.0, 0.0], [0.0, 0.0, 0.0], [0.0, 0.0, 0.0], [0.0, 0.0, 0.0], [0.0, 0.0, 0.0], [0.1, 0.0, 0.0], [0.0, 0.0, 0.0], [0.1, 0.0, 0.0], [-0.1, 0.0, 0.0], [0.1, 0.0, 0.0], [-0.1, 0.0, 0.0], [0.1, -0.1, 0.0], [-0.1, 0.0, -0.2], [0.1, 0.1, 0.2], [0.0, 0.0, -0.1], [-0.2, 0.0, 0.0], [0.1, 0.0, -0.1], [0.3, -0.3, -0.4], [0.1, 0.0, 0.1], [-0.1, -0.1, 0.0], [0.0, 0.0, 0.1], [0.0, 0.0, 0.0], [0.0, 0.0, 0.0], [0.1, 0.0, -0.1], [0.0, 0.0, 0.0], [0.0, 0.0, 0.0], [0.0, 0.0, 0.0], [0.0, 0.0, 0.0], [0.0, 0.0, 0.0], [0.0, 0.0, 0.0], [0.0, 0.0, 0.0], [0.0, 0.0, 0.0], [0.0, 0.0, 0.0], [0.1, 0.0, 0.0], [0.0, 0.0, 0.0], [0.0, 0.0, 0.0], [0.0, 0.0, 0.0], [0.0, 0.0, 0.0], [0.0, 0.0, 0.0], [0.0, 0.0, 0.0], [0.0, -0.1, 0.0], [-0.1, 0.0, 0.0], [0.1, 0.0, 0.1], [0.0, -0.1, 0.0], [-0.1, 0.0, 0.0], [0.0, 0.0, 0.0], [0.0, 0.0, 0.0], [0.0, 0.0, 0.0], [0.0, 0.0, 0.0], [0.0, 0.0, 0.0], [0.0, 0.0, 0.0], [0.0, 0.0, 0.0], [0.0, 0.0, 0.0], [0.0, 0.0, 0.0], [0.0, 0.0, 0.0], [0.0, 0.0, 0.0]]
}

***

{
  "formula": "C41H27N3O6S",
  "method": "ωB97M-V with the def2-TZVPD basis set",
  "charge": 0,
  "lumo_energy_ev": -1.057,
  "homo_ev": -8.264,
  "max_force_ev_per_a": 2.43,
  "multiplicity": 1,
  "e_tot_ev": -70539.115,
  "symbols": ["C", "C", "C", "C", "C", "C", "C", "C", "C", "C", "C", "O", "N", "O", "C", "N", "S", "N", "C", "H", "H", "H", "H", "H", "H", "H", "H", "H", "H", "H", "C", "C", "C", "C", "C", "C", "C", "O", "C", "C", "C", "C", "C", "C", "C", "O", "H", "H", "H", "H", "H", "H", "H", "H", "C", "C", "C", "C", "C", "C", "C", "O", "C", "C", "C", "C", "C", "C", "C", "O", "H", "H", "H", "H", "H", "H", "H", "H"],
  "positions_angstrom": [[-1.51225, -1.10684, 4.09686], [-0.74094, -1.42933, 3.23558], [0.16780, -1.76846, 2.12226], [-0.06069, -0.69424, 1.02518], [-1.34320, -0.94298, 0.20802], [-2.55765, -0.14316, 0.62662], [-3.79294, -0.73607, 0.62553], [-4.01531, -2.14855, 0.22647], [-4.82843, -3.00911, 0.88385], [-4.99200, -0.01993, 0.97961], [-5.00676, 1.28945, 1.33176], [-6.14285, 1.99380, 1.64881], [-7.28821, 1.15213, 1.95772], [-7.21500, 0.72973, 3.03059], [-3.75064, 1.96377, 1.36415], [-3.49926, 3.22088, 1.67046], [-1.92132, 3.50094, 1.52289], [-1.46786, 2.02041, 1.04711], [-2.53605, 1.23815, 1.00368], [-2.34226, -0.62893, 4.56762], [-0.01608, -2.77752, 1.75249], [1.19085, -1.64091, 2.48659], [0.80416, -0.75862, 0.35353], [-0.00962, 0.27784, 1.50886], [-1.15360, -0.82482, -0.86565], [-1.59410, -2.00006, 0.34163], [-3.49780, -2.49686, -0.67177], [-4.73716, -3.15787, 1.95800], [-5.57226, -3.55735, 0.30747], [-5.92937, -0.55821, 0.92282], [5.56412, -3.49212, 1.53493], [6.61519, -4.35642, 1.24512], [6.40004, -5.72374, 1.20598], [5.13501, -6.23492, 1.46770], [4.08554, -5.36889, 1.78126], [4.30295, -3.99673, 1.80292], [2.73400, -5.89885, 2.11154], [1.82053, -5.14554, 2.37963], [2.53130, -7.37330, 2.11334], [1.29293, -7.89026, 2.47344], [1.08658, -9.25941, 2.46689], [2.11438, -10.11891, 2.09178], [3.35215, -9.60944, 1.73705], [3.56836, -8.23729, 1.75516], [4.91462, -7.70637, 1.40450], [5.81279, -8.45484, 1.07991], [5.73258, -2.42319, 1.55643], [7.60296, -3.96066, 1.04778], [7.21542, -6.39592, 0.97570], [3.48649, -3.32582, 2.03360], [0.49297, -7.22193, 2.76203], [0.12278, -9.66040, 2.75257], [1.94886, -11.18840, 2.08070], [4.15293, -10.27721, 1.44978], [-1.75040, 5.86194, -0.41626], [-1.54437, 7.17500, -0.00282], [-1.02423, 8.10757, -0.88449], [-0.69690, 7.72898, -2.18098], [-0.88207, 6.40580, -2.58812], [-1.41976, 5.47820, -1.70427], [-0.49323, 5.96885, -3.95752], [-0.65772, 4.82033, -4.31343], [0.11004, 6.97259, -4.87728], [0.53132, 6.57328, -6.13960], [1.08210, 7.49862, -7.00998], [1.20672, 8.83028, -6.62655], [0.79339, 9.23271, -5.36782], [0.25265, 8.30531, -4.48588], [-0.15544, 8.74652, -3.12336], [-0.04431, 9.90734, -2.78717], [-2.16771, 5.12167, 0.27605], [-1.79238, 7.47011, 1.00916], [-0.86850, 9.12950, -0.56621], [-1.57464, 4.45539, -2.02395], [0.43138, 5.53875, -6.43879], [1.41417, 7.18448, -7.99103], [1.63112, 9.55338, -7.31096], [0.89407, 10.26674, -5.06727]],
  "atomic_forces_ev_per_a": [[-0.5, 0.5, -0.5], [0.2, -0.6, -0.2], [-0.4, 1.2, 0.5], [0.7, -0.8, -0.3], [0.1, 0.2, 0.5], [-0.2, -0.2, -0.3], [0.6, -0.4, 0.9], [0.0, 0.0, 0.1], [0.3, 0.2, -0.4], [-0.1, -0.1, 0.0], [0.0, -0.1, 0.2], [0.8, 0.4, -0.3], [-0.5, -0.3, 0.5], [0.0, 0.0, -0.2], [0.9, -0.3, -0.2], [-0.4, 0.9, 0.3], [-0.5, -2.3, 0.6], [0.6, 0.5, 0.1], [-0.5, 0.1, -0.2], [0.2, -0.3, 0.4], [0.2, 0.0, 0.1], [0.0, -0.4, -0.1], [-0.2, 0.1, 0.0], [-0.2, 0.0, -0.2], [0.0, 0.3, 0.1], [0.0, 0.1, -0.1], [-1.1, 0.5, -0.7], [-1.1, 1.0, 0.1], [1.0, -1.2, 0.1], [0.1, -0.1, 0.0], [0.0, 0.0, 0.0], [-0.1, 0.0, 0.0], [0.1, 0.1, 0.0], [-0.1, 0.1, 0.1], [0.1, -0.1, 0.0], [0.1, 0.2, 0.0], [-0.2, 0.2, 0.1], [0.0, 0.0, 0.0], [0.1, -0.1, 0.0], [-0.1, -0.1, 0.0], [0.1, 0.0, 0.0], [0.0, 0.1, 0.0], [-0.1, -0.2, 0.0], [-0.1, 0.1, 0.0], [0.2, -0.2, -0.1], [0.0, 0.0, 0.0], [0.0, 0.0, 0.0], [0.0, 0.0, 0.0], [-0.1, -0.1, 0.0], [-0.1, -0.1, 0.0], [0.1, 0.1, 0.0], [0.0, 0.0, 0.0], [0.0, 0.0, 0.0], [0.1, 0.1, 0.0], [-0.3, 0.1, 0.1], [0.0, -0.1, -0.1], [0.0, 0.0, 0.2], [0.0, -0.1, -0.1], [0.0, 0.1, 0.0], [-0.1, -0.1, 0.1], [-0.1, -0.3, -0.1], [0.0, 0.0, 0.0], [0.0, 0.1, 0.1], [0.1, 0.0, -0.2], [0.0, 0.1, 0.0], [0.0, -0.1, 0.0], [0.1, 0.1, -0.1], [0.0, -0.1, 0.0], [0.0, 0.3, 0.1], [0.0, 0.0, 0.0], [0.1, 1.1, -0.9], [0.0, 0.0, 0.0], [0.0, 0.0, -0.1], [0.1, 0.0, -0.1], [-0.1, 0.0, 0.1], [0.0, 0.0, 0.0], [0.0, 0.0, 0.0], [0.0, 0.0, 0.1]]
}

***

{
  "formula": "C41H28AlF5N2P2S3",
  "method": "ωB97M-V with the def2-TZVPD basis set",
  "charge": 0,
  "lumo_energy_ev": -0.756,
  "homo_ev": -7.510,
  "max_force_ev_per_a": 0.50,
  "multiplicity": 1,
  "e_tot_ev": -117224.577,
  "symbols": ["Al", "S", "P", "C", "P", "S", "C", "C", "C", "C", "C", "C", "C", "C", "C", "C", "C", "C", "C", "C", "C", "C", "C", "C", "C", "C", "C", "C", "C", "C", "H", "H", "H", "H", "H", "H", "H", "H", "H", "H", "H", "H", "H", "H", "H", "H", "H", "H", "H", "H", "C", "C", "C", "C", "N", "C", "C", "C", "C", "C", "C", "N", "H", "H", "H", "H", "H", "H", "H", "H", "F", "C", "C", "F", "C", "F", "C", "S", "C", "F", "C", "F"],
  "positions_angstrom": [[1.35633, -0.85769, -1.26553], [-0.59438, -1.93581, -1.98661], [-1.24447, -0.83412, -0.37970], [0.12607, 0.11448, -0.03593], [0.28262, 1.20190, 1.31215], [2.12037, 1.56191, 1.95486], [-0.73633, 0.66698, 2.73987], [-0.14185, 0.04308, 3.83220], [-0.91791, -0.40217, 4.89433], [-2.29529, -0.21652, 4.87902], [-2.89244, 0.42683, 3.80388], [-2.11335, 0.87117, 2.74306], [-0.52280, 2.79465, 0.92350], [-1.02304, 3.06906, -0.33955], [-1.67432, 4.27380, -0.59667], [-1.81508, 5.21137, 0.41334], [-1.28601, 4.95586, 1.67745], [-0.64096, 3.75683, 1.92976], [-2.77722, 0.02729, -0.88730], [-3.87641, 0.16546, -0.04474], [-4.98675, 0.89877, -0.44863], [-5.00651, 1.49256, -1.70100], [-3.91460, 1.35366, -2.55157], [-2.80772, 0.62494, -2.14648], [-1.85996, -2.12510, 0.76740], [-1.14343, -2.48922, 1.89690], [-1.55767, -3.55634, 2.68756], [-2.68747, -4.27857, 2.34147], [-3.39815, -3.94029, 1.19286], [-2.98581, -2.87444, 0.40975], [0.93555, -0.07485, 3.84156], [-0.44668, -0.88636, 5.74140], [-2.89959, -0.55286, 5.71288], [-3.96384, 0.58956, 3.79451], [-2.57975, 1.39472, 1.91697], [-0.88329, 2.34208, -1.12700], [-2.06983, 4.47129, -1.58637], [-2.32939, 6.14523, 0.21980], [-1.37506, 5.69787, 2.46165], [-0.21899, 3.55764, 2.90830], [-3.86977, -0.29867, 0.93341], [-5.83671, 1.00085, 0.21506], [-5.87349, 2.05872, -2.01860], [-3.92834, 1.81259, -3.53275], [-1.95498, 0.51536, -2.80721], [-0.25120, -1.93967, 2.16003], [-0.99740, -3.81019, 3.57975], [-3.01653, -5.10539, 2.95933], [-4.26929, -4.51560, 0.90376], [-3.53607, -2.62569, -0.49021], [2.06110, -4.13070, 1.41245], [3.11857, -3.63179, 2.15095], [3.71432, -2.44057, 1.76981], [3.22276, -1.77439, 0.66359], [2.15729, -2.23598, -0.01304], [1.60028, -3.39623, 0.33514], [3.79605, -0.49825, 0.15557], [5.02657, -0.01424, 0.54821], [5.45553, 1.20240, 0.04509], [4.63961, 1.89960, -0.82590], [3.43399, 1.33631, -1.19369], [3.03975, 0.15112, -0.73759], [1.57319, -5.05905, 1.67363], [3.47643, -4.16128, 3.02470], [4.53856, -2.02770, 2.33261], [0.75684, -3.71148, -0.26689], [5.64333, -0.57575, 1.23443], [6.41559, 1.60458, 0.34018], [4.92076, 2.86762, -1.21398], [2.75578, 1.84684, -1.86397], [2.07119, 2.10097, -7.30124], [2.23999, 1.20950, -6.32232], [3.10632, 0.14401, -6.48619], [3.77510, 0.01947, -7.63415], [3.27888, -0.78309, -5.47529], [4.12268, -1.79532, -5.69388], [2.59832, -0.69730, -4.26436], [2.74463, -1.88475, -2.99235], [1.76114, 0.39763, -4.14879], [1.07126, 0.56532, -2.97766], [1.55278, 1.33852, -5.13277], [0.71058, 2.35703, -4.94419]],
  "atomic_forces_ev_per_a": [[0.1, -0.1, 0.0], [0.0, 0.0, 0.0], [-0.2, -0.1, -0.4], [-0.1, -0.4, 0.2], [0.1, 0.2, -0.1], [0.0, 0.0, 0.1], [-0.1, 0.0, 0.0], [-0.1, 0.0, 0.0], [0.0, 0.0, 0.0], [0.0, 0.0, 0.0], [0.0, 0.0, 0.0], [0.0, 0.0, 0.0], [0.0, 0.1, 0.0], [0.0, 0.1, 0.0], [0.0, 0.0, 0.0], [0.0, 0.0, 0.0], [0.0, 0.0, 0.0], [-0.1, 0.0, -0.1], [0.0, 0.0, 0.0], [0.0, 0.0, 0.0], [0.1, 0.0, 0.0], [0.0, 0.0, 0.0], [0.0, 0.0, 0.0], [0.0, 0.1, 0.0], [0.0, 0.0, 0.0], [0.0, 0.0, 0.0], [0.0, 0.1, 0.0], [0.0, 0.0, 0.0], [0.1, 0.0, 0.0], [0.0, 0.0, 0.1], [0.0, 0.0, 0.0], [0.0, 0.0, 0.0], [0.0, 0.0, 0.0], [0.0, 0.0, 0.0], [0.0, 0.0, 0.0], [-0.1, -0.1, 0.0], [0.0, 0.0, 0.0], [0.0, 0.0, 0.0], [0.0, 0.0, 0.0], [0.0, 0.0, 0.0], [0.0, 0.0, 0.0], [0.0, 0.0, 0.0], [0.0, 0.0, 0.0], [0.0, 0.0, 0.0], [0.0, 0.0, 0.0], [0.0, 0.1, 0.0], [0.0, 0.0, 0.0], [0.0, 0.0, 0.0], [0.0, 0.0, 0.0], [0.0, 0.0, 0.0], [-0.1, 0.0, -0.1], [0.0, 0.0, 0.1], [0.1, 0.0, 0.0], [0.0, 0.2, -0.1], [0.2, 0.2, 0.1], [0.0, 0.0, 0.0], [-0.2, -0.2, -0.1], [0.1, 0.0, 0.0], [0.0, 0.0, 0.0], [0.0, 0.1, 0.0], [0.0, 0.0, 0.0], [0.0, -0.1, 0.0], [0.0, 0.0, 0.0], [0.0, 0.0, 0.0], [0.0, 0.0, 0.0], [0.0, 0.0, 0.0], [0.0, 0.0, 0.0], [0.0, 0.0, 0.0], [0.0, 0.0, 0.0], [0.0, 0.0, 0.0], [0.0, 0.0, 0.0], [0.0, 0.1, -0.1], [0.1, 0.0, -0.1], [0.0, 0.0, 0.0], [0.1, -0.1, -0.1], [0.0, 0.0, 0.0], [0.0, -0.1, 0.1], [-0.1, 0.2, 0.0], [-0.2, 0.0, 0.1], [0.0, 0.2, 0.0], [0.0, 0.1, 0.0], [0.0, 0.0, 0.0]]
}

***

- Look up the multiplicity of the second one.
  1

***

- multiplicity of number 3 (C41H28AlF5N2P2S3)?
  1